Density functional theory data (ωB97M-V/def2-TZVPD) for a structure of composition C4H6EuO2 in a non-equilibrium geometry.

As for the multiplicity: 8. As for the total energy: -27665.420 eV. As for the LUMO energy (spin up / spin down): -0.0328 / -0.0309 Eh. Its expectation value of S² is 15.76.

Atoms and positions in Å:
O -2.44491 1.03393 0.16115
C -1.29208 0.48866 -0.46147
C -0.50419 -0.31925 0.55934
C 0.97490 -0.13686 0.42636
C 1.83584 -0.98085 -0.15785
H -2.79960 1.73864 -0.38681
H -0.65782 1.29524 -0.86991
H -1.58193 -0.16731 -1.30074
H -0.77271 -1.38521 0.43391
H -0.84111 -0.00413 1.56230
H 1.66670 -2.06428 -0.29231
O 3.22357 -0.63643 -0.40530
Eu 3.19333 1.13784 0.73132

***

Density functional theory data (ωB97M-V/def2-TZVPD) for a cluster of 2 separate species, C4H6F2NP in total in a non-equilibrium geometry.

As for the total energy: -20452.077 eV. As for the LUMO energy (spin up / spin down): -0.0503 / -0.0121 Eh.

Atoms and positions in Å:
C 0.39043 -0.06411 3.04772
C 0.29930 -1.04039 2.39767
C -1.02976 1.42274 -1.80816
C 0.11120 -2.13768 1.63681
N 1.46401 1.00910 -1.16096
F 2.56352 0.11040 -0.95639
F -0.16942 1.68578 0.69860
P -0.06783 0.57381 -0.56246
H 0.23638 0.93350 3.47457
H -1.31426 0.82741 -2.60090
H -1.42096 2.36944 -1.46946
H -0.81216 -2.71949 1.77785
H 0.97805 -2.47019 1.06581
H 1.47582 1.69494 -1.90478

***

Density functional theory data (ωB97M-V/def2-TZVPD) for a cluster of 2 separate species, C4H6F2O in total in a non-equilibrium geometry.

As for the total energy: -11722.763 eV. As for the LUMO energy: 0.0175 Eh.

Atoms and positions in Å:
C 0.75758 -0.25762 0.33606
C 1.03295 0.83159 1.04505
C 1.44449 -0.75822 -0.89253
C -2.18197 0.33368 -0.68432
O -2.94458 -0.09204 0.39524
F -0.24226 -1.10620 0.70389
F 2.01000 1.61802 0.67079
H 1.52617 0.19529 -1.54135
H 2.43856 -0.91699 -0.50013
H 1.06564 -1.51713 -1.56691
H 0.53809 1.27043 1.92909
H -2.63861 1.32462 -0.78103
H -2.80604 -0.92542 0.88615

***

Density functional theory data (ωB97M-V/def2-TZVPD) for a cluster of 2 separate species, C4H6F2O2 in total in a non-equilibrium geometry.

As for the total energy: -13770.020 eV. As for the LUMO energy: 0.0131 Eh.

Atoms and positions in Å:
C -1.09720 -0.08978 -0.40712
C 0.15117 -1.06520 -0.06091
C 1.04423 0.20748 -0.48811
C -0.25890 1.10987 0.00065
H -1.90459 0.18672 1.20120
H -1.16110 -0.13636 -1.60254
H 0.08081 -2.06689 -0.59113
H 1.02772 0.12785 -1.56428
H 2.19046 -0.58309 1.20231
H -0.41600 1.99775 -0.70631
O -2.20892 -0.12268 0.22693
O 2.48180 0.21621 0.15911
F 0.16896 -1.26443 1.35717
F -0.09845 1.48254 1.27303

***

It is found that the energy above the lowest of the compared OMol25 structures with the same formula, charge and spin values, taken in the order of the records, are 11.6; 79.1; 473.3; 494.5 kJ/mol.